Entry 1:
Formula: C3H5B
Source: the Open Molecules 2025 dataset
Level of theory: ωB97M-V/def2-TZVPD

ORCA input file:
```
! RIJCOSX wB97M-V def2-TZVPD def2/J DEFGRID3
* xyz 0 1
C -1.23 0.31 0.00
B 0.02 1.39 0.14
C 1.20 0.33 -0.02
C -0.01 -0.20 0.55
H -2.14 0.30 0.59
H -1.46 0.30 -1.00
H 1.60 -0.01 -1.06
H 2.23 0.40 0.61
H 0.04 -0.48 1.55
*
```

Calculated values
E_LUMO	-0.3	eV
highest occupied orbital energy	-7.684	eV
ΔE to the lowest compared entry with this formula, charge and spin	221.5	kJ/mol
gap between HOMO and LUMO	7.374	eV
SMILES	C1B2CC12
DFT total energy	-141.9864	Eh

natural (NBO) atomic charge list, values in e, 8 entries: -0.582 0.525 -0.704 -0.469 0.250 0.233 0.251 0.260

---

Entry 2:
Formula: C5H8N2
Source: the Open Molecules 2025 dataset
Level of theory: ωB97M-V/def2-TZVPD

ORCA input file:
```
! RIJCOSX wB97M-V def2-TZVPD def2/J DEFGRID3
* xyz 0 1
C 1.12 -0.82 -1.19
C 0.11 0.09 -0.60
C -0.31 1.35 -0.50
N -1.31 0.20 -0.74
H 2.12 -0.57 -0.85
H 0.92 -1.87 -0.96
H 1.09 -0.70 -2.28
H -0.09 2.24 -1.08
H -1.53 0.07 -1.74
C 0.22 -0.96 1.71
C -0.34 0.19 2.10
N -0.79 1.31 2.14
H 1.26 -1.15 1.92
H -0.42 -1.80 1.45
H -0.68 1.66 1.07
*
```

Calculated values
E_LUMO	0.7	eV
highest occupied orbital energy	-8.226	eV
ΔE to the lowest compared entry with this formula, charge and spin	532.6	kJ/mol
gap between HOMO and LUMO	8.937	eV
SMILES	CC1=CN1.C=C=N
DFT total energy	-304.6326	Eh

natural (NBO) atomic charge list, values in e, 8 entries: -0.669 0.282 -0.307 -0.622 0.238 0.229 0.232 0.232

---

Entry 3:
Formula: C8H5NO2
Source: the Open Molecules 2025 dataset
Level of theory: ωB97M-V/def2-TZVPD

ORCA input file:
```
! RIJCOSX wB97M-V def2-TZVPD def2/J DEFGRID3
* xyz 0 1
O -1.15 -0.42 2.56
C -0.49 -0.49 1.55
N 0.79 -1.34 1.35
C 1.31 -1.11 0.05
O 2.50 -1.44 -0.35
C 0.38 -0.11 -0.48
C 0.41 0.33 -1.73
C -0.47 1.26 -2.28
C -1.33 1.89 -1.33
C -1.54 1.32 0.02
C -0.67 0.26 0.41
H 1.28 -1.57 2.28
H 1.17 -0.11 -2.38
H -0.21 1.49 -3.35
H -2.00 2.54 -1.70
H -2.13 1.86 0.84
*
```

Calculated values
E_LUMO	-1.1	eV
highest occupied orbital energy	-10.168	eV
ΔE to the lowest compared entry with this formula, charge and spin	99.0	kJ/mol
gap between HOMO and LUMO	9.071	eV
SMILES	O=C1NC(=O)c2ccccc21
DFT total energy	-513.0498	Eh

natural (NBO) atomic charge list, values in e, 8 entries: -0.510 0.672 -0.677 0.655 -0.563 -0.134 -0.147 -0.186

---

Entry 4:
Formula: H6O3
Source: the Open Molecules 2025 dataset
Level of theory: ωB97M-V/def2-TZVPD

ORCA input file:
```
! RIJCOSX wB97M-V def2-TZVPD def2/J DEFGRID3
* xyz 0 1
O -0.21 -0.26 -2.12
H 0.40 0.35 -2.55
H -0.99 0.09 -2.57
O -0.08 1.42 1.28
H 0.75 1.81 0.97
H 0.14 0.67 1.82
O 0.11 -1.20 0.94
H 0.19 -1.06 0.00
H 0.96 -1.48 1.29
*
```

Calculated values
E_LUMO	0.6	eV
highest occupied orbital energy	-10.484	eV
ΔE to the lowest compared entry with this formula, charge and spin	63.1	kJ/mol
gap between HOMO and LUMO	11.111	eV
SMILES	O.O.O
DFT total energy	-229.3010	Eh

natural (NBO) atomic charge list, values in e, 8 entries: -0.934 0.465 0.472 -0.948 0.458 0.484 -0.959 0.498

---

Entry 5:
Formula: C5H14
Source: the Open Molecules 2025 dataset
Level of theory: ωB97M-V/def2-TZVPD

ORCA input file:
```
! RIJCOSX wB97M-V def2-TZVPD def2/J DEFGRID3
* xyz 1 2
C -0.36 -0.11 1.29
C -0.36 -0.38 2.84
C -1.51 0.92 1.13
H -0.52 -1.11 0.85
H 0.53 0.33 0.82
H -1.01 -1.19 3.12
H 0.70 -0.70 3.02
H -1.40 1.44 0.17
H -0.57 0.53 3.38
H -1.50 1.69 1.91
H -2.44 0.35 1.22
C 0.41 0.14 -2.26
C 1.70 -0.58 -2.67
H 0.32 1.07 -2.82
H -0.45 -0.49 -2.48
H 0.41 0.35 -1.19
H 1.68 -0.81 -3.73
H 2.56 0.06 -2.48
H 1.81 -1.50 -2.12
*
```

Calculated values
E_LUMO (alpha / beta)	-3.1 / -10.7	eV
<S²>	0.75
highest occupied orbital energy (alpha / beta)	-15.095 / -15.092	eV
ΔE to the lowest compared entry with this formula, charge and spin	23.2	kJ/mol
gap between HOMO and LUMO (alpha / beta)	11.953 / 4.419	eV
DFT total energy	-198.4781	Eh

natural (NBO) atomic charge list, values in e, 8 entries: -0.274 -0.495 -0.522 0.292 0.287 0.260 0.344 0.311